(1)
{"formula": "C28H23F3N6S3SiTa", "method": "ωB97M-V/def2-TZVPD", "symbols": ["Ta", "N", "C", "C", "C", "C", "C", "C", "N", "C", "C", "C", "S", "C", "N", "H", "H", "H", "H", "H", "H", "H", "S", "C", "C", "C", "C", "N", "C", "C", "C", "S", "C", "N", "H", "H", "F", "C", "F", "F", "C", "Si", "C", "C", "N", "C", "C", "C", "C", "C", "C", "H", "H", "H", "H", "H", "H", "H", "H", "H", "H", "H", "H", "H", "H"], "xyz": [[0.511, 0.162, 0.321], [-2.413, 2.008, 2.892], [-1.810, 3.227, 2.610], [-2.043, 4.505, 3.097], [-1.241, 5.508, 2.591], [-0.249, 5.239, 1.636], [-0.024, 3.966, 1.156], [-0.824, 2.945, 1.660], [-0.850, 1.577, 1.390], [-1.816, 1.070, 2.148], [-2.115, -0.346, 2.070], [-3.153, -1.077, 2.547], [-3.025, -2.686, 1.993], [-1.604, -2.296, 1.157], [-1.225, -1.054, 1.291], [-3.169, 1.853, 3.539], [-2.809, 4.706, 3.833], [-1.380, 6.523, 2.935], [0.355, 6.056, 1.265], [0.741, 3.773, 0.421], [-3.975, -0.757, 3.165], [-1.059, -3.025, 0.580], [-1.222, 0.590, -1.338], [-0.769, -0.133, -2.854], [-1.621, -0.064, -3.952], [-1.250, -0.639, -5.156], [-2.143, -0.561, -6.273], [-2.878, -0.478, -7.151], [-0.008, -1.290, -5.271], [0.844, -1.350, -4.180], [0.468, -0.772, -2.971], [1.552, -0.799, -1.608], [0.391, -1.892, -6.508], [0.734, -2.379, -7.489], [-2.576, 0.437, -3.869], [1.800, -1.848, -4.271], [1.158, -1.608, 2.609], [1.510, -1.657, 1.280], [2.854, -1.607, 1.248], [1.170, -2.898, 0.861], [1.611, 2.730, -2.088], [2.843, 2.296, -0.743], [4.256, 1.297, -1.479], [3.436, 3.876, 0.095], [2.043, 1.326, 0.583], [2.691, 1.332, 1.853], [4.084, 1.264, 1.951], [4.700, 1.212, 3.186], [3.950, 1.222, 4.355], [2.573, 1.301, 4.272], [1.948, 1.370, 3.034], [2.101, 3.484, -2.711], [0.668, 3.158, -1.746], [1.381, 1.880, -2.731], [4.115, 1.163, -2.552], [4.338, 0.302, -1.041], [5.205, 1.814, -1.330], [4.524, 3.897, 0.166], [3.043, 3.997, 1.106], [3.132, 4.747, -0.490], [4.690, 1.225, 1.056], [5.779, 1.155, 3.238], [4.438, 1.174, 5.319], [1.974, 1.325, 5.173], [0.874, 1.488, 3.005]], "lumo_energy_ev": -4.2276, "homo_ev": -11.341, "charge": 1, "gap_ev": 7.11}

(2)
{"formula": "C28H23FeN7O4S2Se", "method": "ωB97M-V/def2-TZVPD", "symbols": ["Fe", "N", "C", "C", "N", "H", "H", "H", "H", "H", "H", "H", "H", "S", "C", "C", "C", "C", "C", "C", "N", "C", "C", "C", "C", "C", "C", "C", "C", "N", "C", "C", "C", "C", "C", "S", "C", "H", "H", "H", "H", "H", "H", "H", "H", "H", "H", "H", "H", "O", "C", "O", "C", "C", "N", "N", "C", "C", "O", "O", "H", "H", "H", "Se", "C", "N"], "xyz": [[-0.019, -1.132, -0.189], [-0.115, -1.138, 2.135], [-0.263, -2.444, 2.776], [0.687, -3.364, 2.062], [0.302, -3.346, 0.650], [0.745, -0.695, 2.438], [-0.873, -0.521, 2.399], [-1.287, -2.790, 2.629], [-0.059, -2.424, 3.847], [0.649, -4.362, 2.499], [1.713, -2.998, 2.163], [-0.582, -3.835, 0.534], [0.968, -3.854, 0.076], [4.006, 4.864, 1.024], [5.667, 4.506, 0.898], [5.884, 3.207, 0.558], [4.675, 2.485, 0.397], [3.557, 3.245, 0.615], [2.154, 2.833, 0.551], [1.818, 1.473, 0.398], [0.581, 1.028, 0.353], [-0.437, 1.899, 0.418], [-0.225, 3.272, 0.573], [-1.358, 4.152, 0.632], [-2.613, 3.669, 0.516], [-2.851, 2.263, 0.335], [-4.134, 1.728, 0.171], [-4.312, 0.368, -0.010], [-3.148, -0.423, -0.006], [-1.929, 0.056, 0.142], [-1.761, 1.385, 0.301], [-5.629, -0.236, -0.210], [-6.854, 0.372, -0.166], [-7.928, -0.514, -0.432], [-7.504, -1.783, -0.676], [-5.808, -1.915, -0.588], [1.099, 3.723, 0.649], [6.400, 5.278, 1.079], [6.867, 2.779, 0.421], [4.650, 1.443, 0.106], [2.596, 0.723, 0.310], [-1.182, 5.213, 0.758], [-3.469, 4.332, 0.548], [-4.986, 2.398, 0.173], [-3.231, -1.497, -0.124], [-7.003, 1.420, 0.059], [-8.968, -0.220, -0.441], [-8.098, -2.655, -0.907], [1.289, 4.784, 0.765], [4.070, -1.351, -4.529], [4.636, -1.803, -3.432], [5.759, -2.235, -3.391], [3.823, -1.776, -2.172], [4.293, -2.303, -0.994], [3.328, -2.138, -0.073], [2.246, -1.526, -0.583], [2.526, -1.317, -1.857], [1.465, -0.649, -2.675], [1.655, -0.412, -3.858], [0.409, -0.346, -2.011], [3.181, -0.952, -4.361], [5.247, -2.762, -0.782], [3.357, -2.401, 0.895], [-1.321, -2.365, -1.977], [-1.994, -3.773, -1.037], [-2.368, -4.641, -0.371]], "lumo_energy_ev": [-4.1872, -5.1469], "homo_ev": [-10.827, -10.827], "charge": 1, "multiplicity": 2, "gap_ev": [6.64, 5.68]}

(3)
{"formula": "C28H23MoO5", "method": "ωB97M-V/def2-TZVPD", "symbols": ["O", "C", "Mo", "C", "O", "C", "O", "H", "C", "C", "C", "C", "C", "H", "H", "H", "H", "H", "C", "O", "C", "C", "C", "C", "C", "C", "C", "C", "C", "O", "C", "C", "C", "C", "C", "C", "C", "C", "C", "C", "H", "H", "H", "H", "H", "H", "H", "H", "H", "H", "H", "H", "H", "H", "H", "H", "H"], "xyz": [[2.139, 1.047, 8.201], [1.405, 0.274, 7.777], [-0.037, -1.367, 6.827], [0.698, -0.650, 4.929], [1.110, -0.167, 3.955], [1.555, -2.743, 7.201], [2.444, -3.480, 7.325], [0.369, -2.392, 5.492], [-1.700, -2.773, 7.117], [-1.439, -2.108, 8.361], [-1.634, -0.698, 8.162], [-2.056, -0.498, 6.803], [-2.082, -1.777, 6.154], [-1.684, -3.847, 6.950], [-1.195, -2.583, 9.307], [-1.537, 0.075, 8.921], [-2.351, 0.452, 6.366], [-2.402, -1.967, 5.134], [-1.114, -10.477, 6.123], [-1.752, -9.251, 5.695], [-0.964, -8.276, 5.178], [-1.593, -7.057, 4.805], [-0.839, -6.036, 4.284], [0.580, -6.162, 4.072], [1.271, -5.050, 3.538], [2.646, -4.899, 3.208], [3.022, -3.664, 2.587], [4.318, -3.373, 2.229], [5.302, -4.363, 2.386], [6.572, -4.097, 1.883], [7.039, -4.858, 0.805], [7.258, -4.168, -0.392], [7.503, -4.906, -1.548], [7.645, -6.296, -1.491], [7.491, -6.953, -0.268], [7.193, -6.241, 0.896], [4.994, -5.581, 3.000], [3.701, -5.832, 3.430], [1.169, -7.413, 4.416], [0.431, -8.426, 4.991], [-1.925, -11.078, 6.534], [-0.645, -10.993, 5.275], [-0.357, -10.275, 6.892], [-2.670, -6.980, 4.953], [-1.329, -5.101, 4.006], [0.653, -4.177, 3.319], [2.243, -2.925, 2.412], [4.592, -2.419, 1.774], [7.158, -3.082, -0.399], [7.585, -4.379, -2.498], [7.878, -6.863, -2.398], [7.591, -8.036, -0.203], [7.053, -6.750, 1.849], [5.759, -6.344, 3.133], [3.546, -6.775, 3.941], [2.215, -7.616, 4.234], [0.934, -9.351, 5.282]], "lumo_energy_ev": -13.5798, "homo_ev": -15.050, "charge": 3, "gap_ev": 1.47}

(4)
{"formula": "C28H24Br5N7O8S2SeW", "method": "ωB97M-V/def2-TZVPD", "symbols": ["W", "Br", "C", "C", "Br", "C", "Br", "C", "O", "C", "O", "C", "Br", "C", "O", "C", "C", "C", "Br", "C", "C", "C", "O", "C", "N", "C", "C", "C", "C", "C", "C", "N", "H", "H", "H", "H", "H", "H", "H", "H", "H", "H", "H", "C", "N", "C", "C", "N", "C", "S", "H", "H", "H", "H", "H", "H", "C", "C", "C", "N", "N", "C", "N", "S", "H", "H", "H", "H", "H", "H", "H", "O", "Se", "O", "O", "O"], "xyz": [[-0.044, -0.594, -0.579], [-5.283, 0.861, -4.845], [-3.775, 0.995, -3.733], [-3.370, 2.251, -3.260], [-4.337, 3.794, -3.720], [-2.257, 2.357, -2.420], [-1.655, 3.998, -1.740], [-1.600, 1.203, -2.018], [-0.554, 1.122, -1.151], [-2.043, -0.067, -2.429], [-1.420, -1.070, -1.795], [-3.096, -0.167, -3.340], [-3.616, -1.875, -3.932], [-3.953, 0.393, -0.026], [-2.602, 0.544, 0.436], [-2.525, 0.842, 1.789], [-3.588, 1.224, 2.595], [-3.394, 1.429, 3.960], [-4.849, 2.040, 4.993], [-2.187, 1.126, 4.566], [-1.125, 0.699, 3.775], [-1.275, 0.686, 2.385], [-0.144, 0.520, 1.542], [0.065, 0.077, 4.349], [0.746, 0.403, 5.402], [1.670, -0.595, 5.590], [2.600, -0.791, 6.609], [3.352, -1.946, 6.567], [3.211, -2.891, 5.544], [2.288, -2.723, 4.530], [1.523, -1.570, 4.574], [0.516, -1.104, 3.757], [-4.452, 1.365, -0.053], [-4.500, -0.296, 0.618], [-3.918, -0.016, -1.031], [-4.573, 1.377, 2.193], [-2.055, 1.188, 5.634], [0.632, 0.572, 2.150], [2.703, -0.080, 7.412], [4.059, -2.141, 7.358], [3.825, -3.779, 5.561], [2.125, -3.462, 3.759], [-0.038, -1.696, 3.157], [1.441, 2.077, -3.309], [1.640, 3.061, -2.281], [1.753, 4.406, -2.528], [1.982, 5.022, -1.345], [1.999, 4.047, -0.389], [1.799, 2.845, -0.961], [1.957, 1.342, -0.126], [0.742, 2.468, -4.052], [1.042, 1.145, -2.874], [2.393, 1.868, -3.802], [1.664, 4.810, -3.515], [2.122, 6.060, -1.125], [2.155, 4.190, 0.598], [1.319, -2.474, -5.915], [0.383, -2.487, -4.701], [1.135, -2.209, -3.462], [0.942, -1.201, -2.660], [1.804, -1.173, -1.593], [2.664, -2.192, -1.597], [3.583, -2.380, -0.660], [2.454, -3.228, -2.971], [0.757, -2.692, -6.815], [2.098, -3.224, -5.812], [1.786, -1.502, -6.037], [-0.079, -3.475, -4.621], [-0.410, -1.747, -4.810], [3.592, -1.783, 0.156], [4.254, -3.131, -0.721], [1.156, -1.549, 0.863], [-0.037, -2.691, 0.728], [0.101, -2.896, -0.849], [-1.254, -1.625, 0.750], [-0.021, -3.881, 1.700]], "lumo_energy_ev": -7.7961, "homo_ev": -12.461, "charge": 2, "gap_ev": 4.66}